(1)
C37H36BF5N12V | wB97M-V/def2-TZVPD

Positions of all 92 atoms, in Å:
1 V -1.399 0.939 0.239
2 C 2.692 -4.715 1.195
3 C 1.616 -3.740 1.125
4 C 0.234 -4.009 1.151
5 C -0.749 -3.040 1.102
6 C -0.405 -1.686 1.233
7 N -1.347 -0.675 1.358
8 C -2.289 -0.753 2.396
9 C -3.237 -1.785 2.636
10 C -4.098 -1.750 3.731
11 C -4.120 -0.717 4.623
12 C -5.076 -0.603 5.811
13 C -3.239 0.373 4.336
14 C -2.348 0.361 3.294
15 N -1.512 1.469 3.238
16 C -0.911 2.138 4.290
17 C -0.374 3.272 3.777
18 C -0.767 3.270 2.431
19 N -1.419 2.160 2.111
20 C 0.974 -1.464 1.222
21 C 1.950 -2.412 1.141
22 N 1.402 -0.150 1.271
23 C 2.555 0.268 1.860
24 C 2.717 1.568 1.441
25 C 1.637 1.819 0.597
26 N 0.814 0.788 0.537
27 H 2.589 -5.344 2.066
28 H 2.717 -5.315 0.270
29 H 3.678 -4.236 1.299
30 H -0.125 -5.050 1.166
31 H -1.797 -3.266 1.271
32 H -3.298 -2.556 1.868
33 H -4.775 -2.562 3.826
34 H -5.525 0.405 5.792
35 H -5.848 -1.336 5.750
36 H -4.492 -0.694 6.722
37 H -3.230 1.161 5.083
38 H -0.941 1.694 5.258
39 H 0.291 3.969 4.247
40 H -0.580 3.955 1.657
41 H 2.970 -2.125 1.033
42 H 3.062 -0.408 2.505
43 H 3.562 2.272 1.595
44 H 1.390 2.702 0.059
45 F 0.734 4.464 -0.243
46 B -0.149 3.846 -1.239
47 F 0.614 3.155 -2.123
48 F -0.911 4.850 -1.769
49 F -1.028 2.821 -0.588
50 N -3.599 1.200 0.253
51 C -4.751 0.994 0.510
52 C -6.142 0.791 0.599
53 C -6.613 0.021 1.715
54 N -6.987 -0.654 2.594
55 C -6.937 0.735 -0.532
56 N -7.504 0.625 -1.553
57 C 4.774 0.463 -2.202
58 N 3.683 1.445 -2.232
59 C 2.835 1.197 -3.435
60 N 3.614 1.272 -4.656
61 C 4.688 0.310 -4.584
62 N 5.588 0.505 -3.428
63 C 6.129 1.875 -3.543
64 N 5.113 2.860 -3.600
65 C 4.279 2.749 -2.387
66 C 4.228 2.585 -4.726
67 H 4.348 -0.530 -2.104
68 H 5.427 0.663 -1.310
69 H 2.022 1.904 -3.470
70 H 2.421 0.188 -3.375
71 H 5.316 0.387 -5.513
72 H 4.223 -0.668 -4.583
73 H 6.704 1.977 -4.460
74 H 6.798 2.046 -2.737
75 H 3.577 3.554 -2.357
76 H 5.006 2.931 -1.580
77 H 4.721 2.536 -5.717
78 H 3.409 3.363 -4.779
79 F -2.657 -5.254 -2.757
80 C -2.341 -4.046 -2.358
81 C -1.313 -3.417 -2.986
82 C -1.190 -2.071 -2.851
83 C -1.931 -1.285 -1.995
84 C -1.604 0.207 -1.821
85 C -2.842 -2.007 -1.228
86 C -3.051 -3.375 -1.367
87 H -0.635 -3.873 -3.672
88 H -0.382 -1.609 -3.428
89 H -0.705 0.429 -2.399
90 H -2.395 0.901 -2.103
91 H -3.588 -1.460 -0.645
92 H -3.945 -3.786 -0.852

HOMO energy (alpha / beta)   -5.456 / -5.387 eV
F_max   3.77 eV/A
HOMO-LUMO gap (alpha / beta)   7.6 / 7.5 eV
2S+1   3
Energy above the lowest of the compared OMol25 structures with the same formula, charge and spin   1.939 eV
DFT total energy   -3557.074797 a.u.
Charge   -1

=====

(2)
C10H11N3OS | wB97M-V/def2-TZVPD

Positions of all 26 atoms, in Å:
1 C -4.881 0.873 -0.562
2 S -3.573 -0.094 -0.020
3 C -4.052 -1.523 0.765
4 C -1.888 0.573 0.142
5 C -1.173 1.560 0.852
6 O 0.095 1.545 0.510
7 C 0.174 0.486 -0.377
8 C 1.509 0.070 -0.663
9 C 1.806 -1.056 -1.323
10 C 3.088 -1.629 -1.204
11 C 3.923 -1.002 -0.246
12 C 3.558 0.287 0.201
13 N 4.444 0.949 0.988
14 N 2.326 0.779 0.082
15 N -0.993 -0.118 -0.570
16 H -5.508 1.123 0.250
17 H -4.500 1.850 -0.943
18 H -2.934 -0.560 -1.123
19 H -5.044 -1.342 1.303
20 H -3.318 -1.923 1.407
21 H -1.546 2.456 1.389
22 H 0.899 -1.385 -1.894
23 H 3.255 -2.520 -1.753
24 H 4.886 -1.354 -0.018
25 H 5.262 0.317 1.209
26 H 4.182 1.637 1.600

HOMO energy   -7.610 eV
F_max   4.61 eV/A
HOMO-LUMO gap   7.5 eV
2S+1   1
SMILES   C=[SH](=C)c1coc(-c2cccc(N)n2)n1
Energy above the lowest of the compared OMol25 structures with the same formula, charge and spin   5.990 eV
DFT total energy   -1025.085332 a.u.

=====

(3)
C11H9NO2S | wB97M-V/def2-TZVPD

Positions of all 24 atoms, in Å:
1 C 2.799 -2.085 -0.195
2 C 1.971 -2.414 0.871
3 C 0.140 1.909 -1.102
4 C 2.500 -0.854 -0.810
5 C 0.966 -1.547 1.321
6 C 1.234 1.113 -1.401
7 C -0.558 1.677 0.088
8 C 1.462 -0.037 -0.551
9 C 0.630 -0.342 0.545
10 C -0.397 0.545 0.970
11 C -3.768 1.429 -1.239
12 N -1.383 0.456 1.885
13 O -4.037 2.376 -0.515
14 O -1.481 -0.662 2.645
15 S -3.865 -0.282 -1.034
16 H 3.622 -2.762 -0.522
17 H 2.090 -3.451 1.200
18 H -0.039 2.788 -1.701
19 H 3.064 -0.588 -1.714
20 H 0.378 -1.788 2.213
21 H 1.951 1.264 -2.193
22 H -1.496 2.227 0.241
23 H -3.475 1.574 -2.310
24 H -2.309 -0.545 3.307

HOMO energy (alpha / beta)   -7.320 / -8.506 eV
F_max   4.67 eV/A
HOMO-LUMO gap (alpha / beta)   7.8 / 5.6 eV
2S+1   3
DFT total energy   -1027.819404 a.u.

=====

(4)
C24H30Cl2N7O4PTi | wB97M-V/def2-TZVPD

Positions of all 69 atoms, in Å:
1 Ti -0.794 -0.351 -0.649
2 Cl -6.038 -3.004 2.877
3 C -4.466 -2.456 2.431
4 C -4.321 -1.722 1.258
5 C -3.064 -1.279 0.876
6 N -2.745 -0.523 -0.249
7 C -3.641 0.099 -1.041
8 O -4.834 -0.104 -1.177
9 C -2.982 1.254 -1.775
10 C -3.706 2.038 -2.659
11 C -3.101 3.156 -3.211
12 C -1.792 3.456 -2.857
13 C -1.130 2.613 -1.981
14 N -1.709 1.536 -1.449
15 C -1.939 -1.579 1.676
16 C -2.095 -2.306 2.843
17 C -3.360 -2.749 3.219
18 Cl -3.525 -3.664 4.669
19 N -0.688 -1.130 1.180
20 C 0.311 -2.095 1.203
21 O 1.096 -2.336 2.088
22 C 0.326 -2.912 -0.070
23 C 0.979 -4.128 -0.161
24 C 0.752 -4.909 -1.285
25 C -0.108 -4.443 -2.273
26 C -0.675 -3.188 -2.136
27 N -0.456 -2.427 -1.061
28 H -5.183 -1.507 0.646
29 H -4.730 1.766 -2.872
30 H -3.645 3.793 -3.895
31 H -1.292 4.329 -3.253
32 H -0.103 2.796 -1.684
33 H -1.241 -2.534 3.468
34 H 1.600 -4.454 0.660
35 H 1.215 -5.881 -1.379
36 H -0.336 -5.043 -3.141
37 H -1.321 -2.778 -2.899
38 C 1.131 0.865 3.011
39 N 1.185 1.683 1.800
40 C 0.159 2.722 1.744
41 P 1.901 1.199 0.403
42 O 1.029 0.513 -0.625
43 N 3.115 0.166 0.806
44 C 3.399 -1.059 0.073
45 C 4.093 0.498 1.833
46 N 2.396 2.634 -0.296
47 C 2.816 2.594 -1.692
48 C 3.154 3.604 0.490
49 H 0.101 0.563 3.207
50 H 1.506 1.442 3.859
51 H 1.720 -0.041 2.894
52 H 0.173 3.286 2.678
53 H -0.838 2.280 1.621
54 H 0.349 3.406 0.920
55 H 2.651 -1.205 -0.702
56 H 3.376 -1.914 0.753
57 H 4.386 -1.007 -0.393
58 H 3.834 1.441 2.311
59 H 5.091 0.584 1.396
60 H 4.117 -0.283 2.597
61 H 2.188 1.898 -2.243
62 H 3.864 2.292 -1.800
63 H 2.707 3.591 -2.122
64 H 2.792 3.625 1.515
65 H 3.016 4.593 0.052
66 H 4.226 3.382 0.496
67 O -0.374 -0.320 -3.143
68 H -0.988 -0.354 -3.885
69 H 0.466 -0.008 -3.495

HOMO energy (alpha / beta)   -9.847 / -9.871 eV
F_max   1.01 eV/A
HOMO-LUMO gap (alpha / beta)   6.5 / 6.5 eV
2S+1   2
Energy above the lowest of the compared OMol25 structures with the same formula, charge and spin   1.388 eV
DFT total energy   -3728.044622 a.u.
Charge   +1

=====

(5)
C27H22F6N2O3P2S2Zn | wB97M-V/def2-TZVPD

Positions of all 65 atoms, in Å:
1 Zn 0.817 0.618 -0.156
2 C 1.270 -2.280 -3.218
3 O 0.948 -1.534 -4.394
4 C 0.775 -0.193 -4.376
5 C 0.867 0.450 -5.571
6 C 0.686 1.853 -5.684
7 C 0.423 2.593 -4.581
8 C 0.320 1.981 -3.294
9 C -0.025 2.795 -2.215
10 N -0.083 2.389 -0.958
11 N -0.596 3.228 -0.100
12 C -0.701 2.611 1.128
13 O -0.518 1.394 1.278
14 C -1.086 3.467 2.268
15 C -1.328 4.827 2.103
16 C -1.654 5.604 3.204
17 C -1.733 5.025 4.463
18 C -1.483 3.668 4.627
19 C -1.157 2.886 3.532
20 C 0.469 0.551 -3.159
21 O 0.307 -0.071 -2.076
22 H 1.535 -3.268 -3.592
23 H 2.117 -1.848 -2.685
24 H 0.428 -2.344 -2.536
25 H 1.095 -0.143 -6.449
26 H 0.775 2.316 -6.658
27 H 0.294 3.667 -4.641
28 H -0.285 3.838 -2.393
29 H -1.254 5.264 1.117
30 H -1.839 6.664 3.081
31 H -1.981 5.637 5.323
32 H -1.533 3.222 5.612
33 H -0.931 1.830 3.635
34 S -0.047 -1.134 3.466
35 P 0.230 -2.001 1.739
36 S 1.738 -1.372 0.512
37 C 0.504 -3.793 1.928
38 C -0.469 -4.520 2.613
39 C -0.330 -5.886 2.788
40 C 0.792 -6.539 2.292
41 C 1.768 -5.818 1.622
42 C 1.624 -4.448 1.436
43 C -1.264 -1.947 0.686
44 C -1.370 -2.778 -0.427
45 C -2.463 -2.679 -1.272
46 C -3.455 -1.738 -1.017
47 C -3.352 -0.909 0.089
48 C -2.263 -1.018 0.945
49 H -1.331 -4.001 3.018
50 H -1.094 -6.442 3.318
51 H 0.906 -7.607 2.432
52 H 2.649 -6.318 1.238
53 H 2.384 -3.889 0.906
54 H -0.588 -3.498 -0.640
55 H -2.537 -3.329 -2.135
56 H -4.304 -1.653 -1.684
57 H -4.119 -0.171 0.290
58 H -2.169 -0.379 1.814
59 F 2.635 1.562 -0.967
60 P 3.414 2.477 0.220
61 F 2.378 3.671 -0.099
62 F 4.375 1.230 0.495
63 F 4.097 3.329 1.382
64 F 2.313 1.858 1.272
65 F 4.410 3.039 -0.896

HOMO energy (alpha / beta)   -5.426 / -5.498 eV
F_max   0.35 eV/A
HOMO-LUMO gap (alpha / beta)   7.4 / 5.7 eV
2S+1   2
DFT total energy   -5235.342562 a.u.
Charge   -1

=====

(6)
C3H6O | wB97M-V/def2-TZVPD

Positions of all 10 atoms, in Å:
1 C 0.070 -1.026 -0.300
2 C -1.036 0.025 -0.192
3 O 0.004 1.095 0.137
4 C 1.011 0.005 0.379
5 H -0.084 -2.094 0.130
6 H 0.151 -1.057 -1.491
7 H -1.739 0.197 -1.079
8 H -1.735 -0.035 0.648
9 H 1.104 -0.117 1.432
10 H 2.007 0.324 -0.061

HOMO energy   -9.629 eV
F_max   2.79 eV/A
HOMO-LUMO gap   10.8 eV
2S+1   1
SMILES   C1COC1
Energy above the lowest of the compared OMol25 structures with the same formula, charge and spin   2.081 eV
DFT total energy   -193.066726 a.u.

=====

Please write out number 5 again, unchanged.
C27H22F6N2O3P2S2Zn | wB97M-V/def2-TZVPD

Positions of all 65 atoms, in Å:
1 Zn 0.817 0.618 -0.156
2 C 1.270 -2.280 -3.218
3 O 0.948 -1.534 -4.394
4 C 0.775 -0.193 -4.376
5 C 0.867 0.450 -5.571
6 C 0.686 1.853 -5.684
7 C 0.423 2.593 -4.581
8 C 0.320 1.981 -3.294
9 C -0.025 2.795 -2.215
10 N -0.083 2.389 -0.958
11 N -0.596 3.228 -0.100
12 C -0.701 2.611 1.128
13 O -0.518 1.394 1.278
14 C -1.086 3.467 2.268
15 C -1.328 4.827 2.103
16 C -1.654 5.604 3.204
17 C -1.733 5.025 4.463
18 C -1.483 3.668 4.627
19 C -1.157 2.886 3.532
20 C 0.469 0.551 -3.159
21 O 0.307 -0.071 -2.076
22 H 1.535 -3.268 -3.592
23 H 2.117 -1.848 -2.685
24 H 0.428 -2.344 -2.536
25 H 1.095 -0.143 -6.449
26 H 0.775 2.316 -6.658
27 H 0.294 3.667 -4.641
28 H -0.285 3.838 -2.393
29 H -1.254 5.264 1.117
30 H -1.839 6.664 3.081
31 H -1.981 5.637 5.323
32 H -1.533 3.222 5.612
33 H -0.931 1.830 3.635
34 S -0.047 -1.134 3.466
35 P 0.230 -2.001 1.739
36 S 1.738 -1.372 0.512
37 C 0.504 -3.793 1.928
38 C -0.469 -4.520 2.613
39 C -0.330 -5.886 2.788
40 C 0.792 -6.539 2.292
41 C 1.768 -5.818 1.622
42 C 1.624 -4.448 1.436
43 C -1.264 -1.947 0.686
44 C -1.370 -2.778 -0.427
45 C -2.463 -2.679 -1.272
46 C -3.455 -1.738 -1.017
47 C -3.352 -0.909 0.089
48 C -2.263 -1.018 0.945
49 H -1.331 -4.001 3.018
50 H -1.094 -6.442 3.318
51 H 0.906 -7.607 2.432
52 H 2.649 -6.318 1.238
53 H 2.384 -3.889 0.906
54 H -0.588 -3.498 -0.640
55 H -2.537 -3.329 -2.135
56 H -4.304 -1.653 -1.684
57 H -4.119 -0.171 0.290
58 H -2.169 -0.379 1.814
59 F 2.635 1.562 -0.967
60 P 3.414 2.477 0.220
61 F 2.378 3.671 -0.099
62 F 4.375 1.230 0.495
63 F 4.097 3.329 1.382
64 F 2.313 1.858 1.272
65 F 4.410 3.039 -0.896

HOMO energy (alpha / beta)   -5.426 / -5.498 eV
F_max   0.35 eV/A
HOMO-LUMO gap (alpha / beta)   7.4 / 5.7 eV
2S+1   2
DFT total energy   -5235.342562 a.u.
Charge   -1

=====

Copy entry 6 word for word.
C3H6O | wB97M-V/def2-TZVPD

Positions of all 10 atoms, in Å:
1 C 0.070 -1.026 -0.300
2 C -1.036 0.025 -0.192
3 O 0.004 1.095 0.137
4 C 1.011 0.005 0.379
5 H -0.084 -2.094 0.130
6 H 0.151 -1.057 -1.491
7 H -1.739 0.197 -1.079
8 H -1.735 -0.035 0.648
9 H 1.104 -0.117 1.432
10 H 2.007 0.324 -0.061

HOMO energy   -9.629 eV
F_max   2.79 eV/A
HOMO-LUMO gap   10.8 eV
2S+1   1
SMILES   C1COC1
Energy above the lowest of the compared OMol25 structures with the same formula, charge and spin   2.081 eV
DFT total energy   -193.066726 a.u.

=====

> Which of these has the lowest F_max?

C27H22F6N2O3P2S2Zn

=====

> Among the records above, which one has the lowest DFT total energy?

C27H22F6N2O3P2S2Zn